A structure of composition C8H13FNO2PReS. Source: the OMol25 dataset; level of theory: wB97M-V/def2-TZVPD.

- LUMO (spin up / spin down) (eV) = -3.699 / -3.607
- molar mass (g/mol) = 423.4
- orbital gap (spin up / spin down) (eV) = 7.4 / 7.5
- electronic energy (Eh) = -1435.3581

ORCA input file:
```
! wB97M-V def2-TZVPD RIJCOSX def2/J DEFGRID3
* xyz 1 1
Re 0.282 1.354 -0.777
O -1.525 2.036 -0.731
N -2.600 1.181 -0.906
C -3.807 1.765 -1.002
C -4.915 0.974 -1.145
C -4.756 -0.414 -1.181
C -3.499 -0.967 -1.081
C -2.392 -0.133 -0.941
S -0.717 -0.650 -0.837
H -3.803 2.843 -0.956
H -5.887 1.436 -1.226
H -5.621 -1.055 -1.292
H -3.341 -2.036 -1.115
C 1.851 -0.754 2.339
P 2.723 -0.275 0.857
C 4.356 0.291 1.287
C 2.862 -1.702 -0.208
O 1.993 0.877 0.152
H 2.390 -1.543 2.865
H 0.858 -1.114 2.067
H 1.748 0.112 2.993
H 4.915 -0.504 1.780
H 4.277 1.148 1.956
H 4.880 0.596 0.381
H 3.408 -2.500 0.297
H 3.390 -1.424 -1.120
H 1.866 -2.062 -0.468
F 1.062 2.520 -1.988
*
```